Model w:
8
Properties=species:S:1:pos:R:3 method="wB97M-V/def2-TZVPD" homo_ev="-8.6 / -8.5" total_charge=0 gap_ha="0.2656 / 0.2628"
O -1.492 -0.941 -1.815
P -0.116 -1.026 1.417
P 0.758 1.003 -1.314
S -1.206 0.124 -0.881
H -0.354 -2.320 1.041
H 1.162 -0.899 1.141
H 0.766 2.308 -2.028
H 0.532 1.808 -0.221



Model x:
8
Properties=species:S:1:pos:R:3 method="wB97M-V/def2-TZVPD" smiles="PO[PH2]=S" homo_ev=-9.4 total_charge=0 gap_ha=0.3557
P -1.339 1.365 0.503
O 0.272 0.858 0.125
P 1.029 -0.587 -0.347
S 2.837 -0.115 -0.870
H -1.888 0.493 -0.477
H -1.677 0.418 1.516
H 0.751 -1.405 0.708
H 0.015 -1.026 -1.159



Model y:
8
Properties=species:S:1:pos:R:3 method="wB97M-V/def2-TZVPD" smiles=O[PH]#[PH]S homo_ev=-8.4 total_charge=0 gap_ha=0.3096
O 1.701 -0.272 0.066
P 0.831 0.998 0.609
P -0.996 0.254 -0.266
S -1.093 -1.855 0.360
H 2.541 -0.558 0.229
H 0.993 1.802 -0.516
H -1.857 0.478 0.720
H -2.292 -1.958 -0.248



Model z:
8
Properties=species:S:1:pos:R:3 method="wB97M-V/def2-TZVPD" smiles=POSP homo_ev=-8.9 total_charge=0 gap_ha=0.2599
P -2.468 0.371 0.420
O -1.074 0.766 -0.076
S 0.509 -0.528 0.449
P 2.052 0.852 0.233
H -2.586 -0.976 -0.025
H -2.382 0.059 1.793
H 2.747 0.110 -0.797
H 1.096 1.703 -0.567



Order from most stable to least stable according to the calculation: model x, model y, model z, model w



Model w:
8
Properties=species:S:1:pos:R:3 method="wB97M-V/def2-TZVPD" smiles="N=C=O.O=NO" homo_ev=-10.4 total_charge=0 gap_ha=0.4007
N -1.587 0.996 0.052
C -1.417 -0.160 0.004
O -1.234 -1.301 0.006
H -2.237 1.668 0.460
O 1.865 1.175 -0.259
N 1.276 0.188 -0.040
O 2.028 -0.932 -0.256
H 1.306 -1.634 0.033



Model x:
8
Properties=species:S:1:pos:R:3 method="wB97M-V/def2-TZVPD" smiles="C=[N+]([O-])[N+](=O)[O-]" homo_ev="-9.7 / -9.7" total_charge=0 gap_ha="0.3099 / 0.3100"
C 0.185 1.206 -0.159
N -0.111 0.087 0.406
O -0.799 0.112 1.768
N -0.066 -1.218 -0.230
O 0.890 -1.341 -0.902
O -0.963 -1.920 -0.085
H 0.276 2.145 0.383
H 0.587 0.928 -1.181



Order from most stable to least stable according to the calculation: model w, model x



Model w:
9
Properties=species:S:1:pos:R:3 method="wB97M-V/def2-TZVPD" homo_ev="-13.8 / -14.8" s2=0.752 multiplicity=2 total_charge=+1 gap_ha="0.3054 / 0.2985"
C -0.347 -0.249 -0.710
C 0.639 0.096 0.254
O 0.660 -0.791 1.447
C 0.229 0.261 1.976
O -0.210 0.829 2.887
O -0.247 0.107 -1.899
H -1.235 -0.797 -0.352
H 1.620 0.490 -0.015
Hg -1.109 0.054 -3.589



Model x:
9
Properties=species:S:1:pos:R:3 method="wB97M-V/def2-TZVPD" homo_ev="-14.1 / -15.1" s2=0.756 multiplicity=2 total_charge=+1 gap_ha="0.3089 / 0.2616"
H 0.372 -1.603 -1.058
C 0.017 0.096 -1.888
O -0.157 -1.075 -2.257
O -0.663 1.026 -1.620
C 0.258 0.090 2.085
C 0.461 -0.296 0.955
O 0.837 -0.585 -0.251
H 0.276 0.426 3.109
Hg -1.402 1.921 0.925



Order from most stable to least stable according to the calculation: model w, model x



Model w:
11
Properties=species:S:1:pos:R:3 method="wB97M-V/def2-TZVPD" homo_ev=-9.1 total_charge=0 gap_ha=0.3548
O -0.377 2.112 0.381
C 0.555 1.496 -0.059
N 0.620 0.100 -0.301
O 1.935 -0.393 -0.212
C -0.271 -0.797 0.345
C -1.596 -0.846 0.257
Cl -2.664 0.380 -0.328
H 1.535 1.938 -0.334
H 2.130 -0.668 -1.163
H 0.288 -1.591 0.786
H -2.155 -1.731 0.628



Model x:
11
Properties=species:S:1:pos:R:3 method="wB97M-V/def2-TZVPD" homo_ev=-9.8 total_charge=0 gap_ha=0.3767
H -1.514 -1.727 -1.357
N -0.877 -1.284 -0.699
C -1.146 -0.191 -0.239
Cl -2.596 0.815 -0.219
C 0.059 0.648 0.704
O -0.085 2.009 0.724
C 1.214 0.306 -0.242
O 1.309 1.102 -1.177
H -0.053 0.298 1.701
H -0.031 2.272 -0.250
H 1.695 -0.670 -0.214



Order from most stable to least stable according to the calculation: model x, model w